Run w
C5H10O2 | the ωB97M-V functional and the def2-TZVPD basis

CARTESIAN COORDINATES (ANGSTROEM)
C1 2.59183 -0.27984 0.39987
O1 1.43781 0.28847 -0.17487
C2 0.27746 -0.46578 0.06205
C3 -0.92995 0.15737 -0.69152
C4 -2.22702 -0.51074 -0.30171
C5 -0.84960 1.80588 0.62459
O2 -1.04546 1.64929 -0.66260
H1 2.49942 -0.37795 1.49262
H2 3.42604 0.38887 0.17329
H3 2.81061 -1.27527 -0.01951
H4 0.09853 -0.57612 1.14517
H5 0.39179 -1.48490 -0.35737
H6 -0.69422 0.07266 -1.74336
H7 -3.05935 0.06627 -0.70801
H8 -2.24284 -1.51352 -0.73731
H9 -2.35277 -0.58425 0.78356
H10 -0.13229 2.63956 0.71511

gap between HOMO and LUMO = 8.8 eV
HOMO = -0.296 Eh

***

Run x
C5H10O2 | the ωB97M-V functional and the def2-TZVPD basis

CARTESIAN COORDINATES (ANGSTROEM)
C1 -0.79397 -0.57851 2.09775
O1 0.20727 -0.56945 1.10625
C2 -0.37272 -0.55269 -0.16467
C3 -1.10200 0.73599 -0.58242
O2 -0.45801 0.72526 -1.85449
C4 0.55140 -0.21606 -1.33906
C5 1.83938 0.45745 -0.92596
H1 -1.44542 0.30648 2.02172
H2 -1.42404 -1.47693 2.01138
H3 -0.29953 -0.57166 3.07084
H4 -0.96772 -1.46425 -0.33503
H5 -0.75028 1.57723 0.03501
H6 -2.19483 0.73975 -0.64040
H7 0.71040 -1.00111 -2.08306
H8 2.46457 0.70452 -1.78614
H9 1.63107 1.37792 -0.37475
H10 2.40443 -0.19394 -0.25699

gap between HOMO and LUMO = 10.6 eV
HOMO = -0.353 Eh
structure (SMILES) = CO[C@H]1CO[C@H]1C

***

Run y
C5H10O2 | the ωB97M-V functional and the def2-TZVPD basis

CARTESIAN COORDINATES (ANGSTROEM)
C1 -1.54333 0.40281 -0.12895
C2 -0.67400 -0.79260 -0.51490
O1 -0.05972 -0.65815 -1.79666
C3 0.45945 -1.12201 0.47016
C4 1.16492 0.08332 1.12659
C5 1.21575 1.35429 0.30499
O2 1.17008 2.46138 0.78802
H1 -2.11902 0.18093 0.77578
H2 -0.97579 1.31426 0.07055
H3 -2.25421 0.62961 -0.93042
H4 -1.33744 -1.66695 -0.56693
H5 -0.33174 0.15876 -2.22354
H6 0.07300 -1.77610 1.26028
H7 1.17190 -1.72408 -0.10569
H8 2.21233 -0.17363 1.34307
H9 0.71206 0.34926 2.08819
H10 1.28536 1.21753 -0.79177

gap between HOMO and LUMO = 10.6 eV
HOMO = -0.355 Eh
structure (SMILES) = C[C@@H](O)CCC=O

***

What are the relative energies? In kcal/mol: run w 92.5; run x 22.1; run y 0.0.

***

Run w
C5H10O2 | the ωB97M-V functional and the def2-TZVPD basis

CARTESIAN COORDINATES (ANGSTROEM)
O1 -2.10344 1.00222 -0.91257
C1 -2.15887 -0.15830 -0.44305
O2 -2.74234 -0.58564 0.59987
C2 -0.57265 -0.81437 -0.03736
C3 0.39870 0.27965 0.39413
C4 0.85322 1.22690 -0.73499
C5 1.59463 -0.48161 1.00091
H1 -2.44147 -0.84900 -1.32055
H2 -0.76884 -1.52233 0.75675
H3 -0.17491 -1.45248 -0.82983
H4 -0.12937 0.80065 1.18516
H5 1.44210 0.87423 -1.57215
H6 1.21874 2.18827 -0.38586
H7 -0.17080 1.39328 -1.08228
H8 2.19066 0.26357 1.52995
H9 1.33966 -1.30989 1.66154
H10 2.22498 -0.85515 0.19036

gap between HOMO and LUMO = 7.6 eV
HOMO = -0.372 Eh

***

Run x
C5H10O2 | the ωB97M-V functional and the def2-TZVPD basis

CARTESIAN COORDINATES (ANGSTROEM)
C1 2.22333 0.05926 -0.62896
C2 0.89816 -0.05502 0.06836
O1 -0.09761 0.58586 -0.74540
C3 -1.17245 1.08458 0.02770
C4 -1.85645 0.02993 0.85350
C5 0.55097 -1.48508 0.29555
O2 -0.14112 -2.05460 -0.60798
H1 2.48690 1.10121 -0.75065
H2 2.16881 -0.39793 -1.61666
H3 3.00436 -0.43276 -0.04930
H4 0.96166 0.42965 1.04791
H5 -1.85619 1.52514 -0.69910
H6 -0.80813 1.87989 0.68369
H7 -2.45320 0.46428 1.62590
H8 -2.45071 -0.67414 0.26562
H9 -1.07093 -0.71643 1.44259
H10 -0.38741 -1.34384 -1.21279

gap between HOMO and LUMO = 9.0 eV
HOMO = -0.298 Eh

***

Run y
C5H10O2 | the ωB97M-V functional and the def2-TZVPD basis

CARTESIAN COORDINATES (ANGSTROEM)
C1 0.98272 1.65025 0.39997
C2 0.94894 0.26162 -0.16525
O1 1.29269 0.24981 -1.51719
C3 1.11963 -0.86480 0.59196
C4 -1.04779 -0.06379 -0.44952
C5 -1.98079 -0.62761 0.59009
O2 -1.13675 -0.79012 -1.55443
H1 2.02473 1.96821 0.52016
H2 0.47383 2.33652 -0.27904
H3 0.48827 1.68324 1.37515
H4 1.79808 -0.56023 -1.67470
H5 1.26378 -1.83905 0.13438
H6 1.04330 -0.81557 1.67184
H7 -2.16891 -1.70374 0.49401
H8 -1.64325 -0.40346 1.60436
H9 -2.93939 -0.11203 0.44331
H10 -0.51909 -0.36925 -2.18512

gap between HOMO and LUMO = 8.1 eV
HOMO = -0.268 Eh

***

What are the relative energies? In kcal/mol: run w 37.1; run x 0.0; run y 4.7.